[1]
This record from the OMol25 dataset describes C16H20N4O2S in the gas phase at a distorted geometry. The level of theory is ωB97M-V/def2-TZVPD.

Values from the calculation:
- HOMO (eV) = -8.4
- SMILES = C=CCn1c(C)nnc1SCC(=O)c1[nH]c(C)c(C(C)=O)c1C
- LUMO (eV) = 0.3
- E (eV) = -37806.850

Geometry (Å):
C  4.716  -1.656  1.025
C  3.735  -0.789  0.863
C  3.640  0.141  -0.312
N  2.334  0.110  -0.920
C  1.744  -0.915  -1.601
C  2.370  -2.237  -1.811
N  0.567  -0.546  -2.031
N  0.349  0.714  -1.640
C  1.396  1.103  -0.969
S  1.590  2.684  -0.245
C  1.224  2.295  1.523
C  0.501  0.966  1.723
O  1.069  0.093  2.363
C  -0.791  0.826  1.127
N  -1.376  1.794  0.336
C  -2.522  1.347  -0.191
C  -3.296  2.220  -1.108
C  -2.754  0.059  0.306
C  -3.857  -0.867  0.037
C  -4.731  -0.571  -1.160
O  -4.052  -1.850  0.722
C  -1.656  -0.269  1.142
C  -1.464  -1.539  1.877
H  4.766  -2.295  1.889
H  5.518  -1.754  0.310
H  2.937  -0.702  1.589
H  4.389  -0.119  -1.068
H  3.819  1.174  0.012
H  2.576  -2.711  -0.852
H  3.310  -2.132  -2.352
H  1.689  -2.856  -2.386
H  0.626  3.128  1.892
H  2.172  2.262  2.063
H  -0.918  2.646  0.046
H  -2.861  3.217  -1.124
H  -4.336  2.298  -0.798
H  -3.269  1.821  -2.121
H  -5.376  -1.427  -1.344
H  -5.354  0.298  -0.962
H  -4.119  -0.376  -2.036
H  -1.633  -2.382  1.209
H  -0.466  -1.588  2.301
H  -2.202  -1.618  2.674

=====

[2]
This record from the OMol25 dataset describes a molecular structure, C16H20N4O3S2 at a distorted geometry. The level of theory is ωB97M-V/def2-TZVPD.

Values from the calculation:
- HOMO (eV) = -9.1
- LUMO (eV) = -1.0
- E (eV) = -50689.927

Geometry (Å):
O  2.545  -0.250  0.207
C  1.610  -0.551  0.935
N  1.152  0.285  1.882
C  0.013  0.087  2.748
H  -0.454  -0.865  2.524
C  -1.016  1.200  2.539
C  -0.379  2.572  2.737
C  0.841  2.717  1.832
H  1.350  3.663  2.024
C  1.810  1.564  2.076
H  2.655  1.610  1.387
H  2.184  1.607  3.106
H  0.536  2.707  0.786
H  -1.104  3.359  2.521
H  -0.066  2.680  3.780
H  -1.837  1.060  3.244
H  -1.420  1.108  1.530
H  0.364  0.098  3.789
C  0.993  -1.947  0.811
N  -0.448  -1.917  0.582
S  -0.818  -1.845  -1.074
O  -2.237  -1.717  -1.182
O  -0.199  -2.960  -1.739
C  -0.002  -0.360  -1.641
C  1.146  -0.473  -2.374
C  1.814  0.658  -2.883
C  1.322  1.920  -2.693
C  0.129  2.067  -1.966
N  -0.523  3.197  -1.687
S  -1.825  2.840  -0.822
N  -1.637  1.248  -0.737
C  -0.539  0.912  -1.410
H  1.815  2.795  -3.084
H  2.729  0.512  -3.434
H  1.532  -1.462  -2.564
C  -1.001  -3.150  1.141
C  -0.161  -3.431  2.385
H  -0.104  -4.499  2.587
H  -0.596  -2.944  3.258
C  1.217  -2.835  2.055
H  1.613  -2.255  2.887
H  1.937  -3.617  1.820
H  -2.060  -2.995  1.347
H  -0.897  -3.964  0.412
H  1.487  -2.406  -0.057